C20H41BiN4O4 as an isolated structure at a distorted geometry, computed with ωB97M-V/def2-TZVPD.

The energy relative to the best compared isomer or geometry (same formula, charge and spin) is 0.0 kcal per mole. The HOMO-LUMO gap (alpha / beta) is 4.93 / 4.93 eV. The calculation puts the total energy at -1520.5790 Eh.

```
70
Properties=species:S:1:pos:R:3:lowdin_charge:R:1
Bi 0.77535 -0.36225 -0.28817 1.82
C -3.16372 -3.16379 -0.82829 -0.04
C -2.44101 -1.80941 -0.87271 -0.35
C -2.41297 -1.25901 -2.31840 -0.11
C -2.03288 0.23581 -2.43063 -0.45
C -1.77734 0.59225 -3.90738 -0.03
C -3.26638 1.02283 -1.89215 -0.05
N -0.67938 0.58076 -1.56069 -0.22
C -0.61949 2.07053 -1.54396 -0.15
C -0.10854 2.53409 -0.21331 -0.20
N 1.13363 1.84442 0.00225 -0.23
C 2.07205 2.18323 -1.11574 -0.10
C 2.35750 0.80573 -1.66683 -0.71
O 1.89812 0.64576 -2.84481 -0.03
O 2.85709 0.10636 -0.74191 -0.15
C 1.79680 2.38638 1.29140 -0.26
C 3.34815 2.42457 1.40898 -0.06
C 1.24802 1.85502 2.64704 -0.10
C 1.37903 0.34069 2.96718 -0.54
C 0.70444 0.11094 4.33958 -0.03
C 2.80679 -0.20137 3.03070 -0.01
N 0.61252 -0.25974 1.90541 -0.21
C 0.43959 -1.70410 1.82159 -0.30
C -0.91775 -2.05598 1.08738 -0.15
N -1.05690 -1.76012 -0.37726 -0.30
C -0.27252 -2.89169 -1.07700 -0.10
C 1.27937 -2.86718 -1.01366 -0.79
O 1.75355 -3.81841 -0.30966 -0.05
O 1.83533 -2.08455 -1.82945 -0.09
H -4.21590 -3.03459 -1.10693 0.09
H -3.14756 -3.59583 0.17679 0.08
H -2.73603 -3.88968 -1.52716 0.08
H -3.04089 -1.12497 -0.26084 0.14
H -3.41151 -1.40215 -2.75745 0.13
H -1.77215 -1.84036 -2.98622 0.11
H -2.65277 0.34330 -4.51856 0.10
H -0.92615 0.03748 -4.31668 0.09
H -1.58379 1.66018 -4.04730 0.08
H -4.20585 0.52590 -2.16341 0.09
H -3.35246 2.02339 -2.32988 0.08
H -3.25249 1.11299 -0.80074 0.08
H -1.16821 0.20616 -0.72105 0.01
H 0.01843 0.12011 -2.45040 0.19
H -1.59569 2.53398 -1.64814 0.11
H -0.07057 2.38895 -2.43208 0.13
H -0.83401 2.28254 0.56913 0.12
H -0.00391 3.62661 -0.22458 0.14
H 3.03731 2.61560 -0.85548 0.11
H 1.69686 2.88865 -1.86276 0.13
H 1.54503 3.45906 1.30920 0.13
H 3.83143 1.51852 1.04350 0.07
H 3.67035 2.57072 2.44630 0.08
H 3.76654 3.27919 0.86525 0.08
H 0.18854 2.14861 2.70894 0.12
H 1.72341 2.42261 3.46059 0.13
H 1.20714 0.69311 5.12091 0.09
H 0.73712 -0.93955 4.64720 0.08
H -0.34827 0.41897 4.32871 0.09
H 3.43774 0.42434 3.67092 0.09
H 3.27161 -0.26795 2.04448 0.08
H 2.82732 -1.21616 3.44637 0.09
H -0.32259 0.10956 1.95406 0.05
H 0.35393 -2.13885 2.82343 0.13
H 1.31291 -2.15562 1.36154 0.06
H -1.70899 -1.50173 1.61219 0.12
H -1.13464 -3.11370 1.28834 0.13
H -0.46944 -2.91478 -2.15036 0.11
H -0.61095 -3.86706 -0.70072 0.12
H 1.13174 -1.96512 0.59798 0.03
H -0.74109 0.05582 0.71538 0.01
```



C20H41BrF3KLiNNaO16PS as an isolated structure at a distorted geometry, computed with ωB97M-V/def2-TZVPD.

The HOMO-LUMO gap is 1.09 eV. The calculation puts the total energy at -6427.8689 Eh.

```
87
Properties=species:S:1:pos:R:3:lowdin_charge:R:1
O 6.41726 -1.98794 3.78303 0.14
C 6.09803 -1.87978 2.62743 -0.54
O 5.39621 -2.86843 2.01243 0.10
C 6.45388 -0.68766 1.74117 -0.15
C 5.56595 0.54996 1.95714 -0.15
N 4.31873 0.24798 2.67788 0.10
C 3.42955 -0.48371 1.87822 -0.63
O 3.45825 -0.53021 0.66632 0.08
O 2.53344 -1.21418 2.55395 0.17
H 5.21378 -2.61648 1.10138 0.08
H 7.52043 -0.42711 1.84468 0.06
H 6.33696 -0.99090 0.68447 0.03
H 5.41529 1.02282 0.98911 0.12
H 6.09913 1.27522 2.56065 0.14
H 3.88377 1.15389 2.84110 0.16
H 2.40733 -2.04642 2.07736 0.16
Na 1.47732 0.63013 0.96489 0.75
C -4.20239 1.02364 2.75148 -0.07
C -3.69353 2.40057 3.07218 -0.30
O -2.36787 2.37211 2.55296 0.13
C -2.37623 1.49408 1.51154 -0.60
O -1.52308 1.41730 0.69474 0.12
O -3.49654 0.73472 1.53911 -0.26
F -3.63340 2.60169 4.41491 0.07
H -3.93152 0.28781 3.50850 0.13
H -5.27792 0.99270 2.60238 0.13
H -4.25649 3.20883 2.60451 0.17
O -5.72070 -1.73610 4.34475 0.08
C -4.83282 -2.54494 4.24118 -0.54
O -3.80179 -2.28007 3.44108 -0.01
C -2.60456 -3.08287 3.39157 -0.24
C -2.77849 -4.26452 2.46181 -0.07
C -4.91466 -3.88416 4.93870 0.01
H -2.29677 -3.38175 4.39808 0.11
H -1.82088 -2.42571 2.99898 0.07
H -3.56780 -4.94104 2.79858 0.06
H -1.84933 -4.83211 2.38928 0.07
H -3.05860 -3.91597 1.46757 0.08
H -5.52439 -4.55774 4.33854 0.09
H -5.39252 -3.73715 5.90475 0.09
H -3.94822 -4.34349 5.12888 0.06
Br -4.64194 -0.67392 -0.04615 0.36
Li 8.74228 -1.85673 1.18834 0.39
F -1.64534 -0.85435 2.01384 -0.55
K 7.82983 -2.23538 -1.46177 0.52
O -7.14119 4.99025 5.54521 -0.27
S -7.21747 3.57361 5.36486 0.57
O -6.85792 2.95963 4.12199 -0.28
O -8.66695 3.07518 5.78649 -0.26
C -9.80655 3.67257 5.13391 -0.25
C -9.97830 3.18899 3.70726 -0.07
C -6.31955 2.77943 6.65090 -0.11
H -9.73210 4.76049 5.17864 0.12
H -10.67247 3.38231 5.72541 0.12
H -9.15387 3.51437 3.07503 0.07
H -10.90215 3.58356 3.28343 0.08
H -10.00594 2.10018 3.67122 0.09
H -6.60474 3.21565 7.60408 0.07
H -5.26307 2.95006 6.45584 0.06
H -6.53735 1.71465 6.62489 0.08
O 3.68993 -1.44947 -7.82624 -0.23
P 4.62865 -0.64733 -6.99576 0.55
O 4.45273 0.89617 -7.45066 -0.18
C 3.17969 1.44276 -7.80181 -0.29
C 2.37484 1.85522 -6.58082 -0.08
O 6.07660 -1.03263 -7.63152 -0.21
C 6.20377 -2.07178 -8.60055 -0.30
C 6.07824 -1.51613 -10.00529 -0.07
O 5.43123 -0.32771 -5.59038 -0.20
C 4.88086 0.47659 -4.56776 -0.30
C 3.72735 -0.20090 -3.84583 -0.08
H 2.60883 0.74709 -8.41649 0.11
H 3.38794 2.31753 -8.42783 0.08
H 2.19604 1.00441 -5.91194 0.05
H 1.40842 2.26135 -6.88073 0.08
H 2.89880 2.62452 -6.00803 0.07
H 5.47926 -2.86493 -8.41717 0.10
H 7.19506 -2.51263 -8.46607 0.11
H 5.20132 -0.88014 -10.11782 0.08
H 6.01842 -2.32976 -10.73170 0.07
H 6.94625 -0.90216 -10.24663 0.08
H 4.60441 1.45895 -4.95211 0.10
H 5.69095 0.65296 -3.85216 0.11
H 2.98067 -0.57859 -4.54544 0.07
H 3.24861 0.49399 -3.15352 0.08
H 4.09406 -1.05861 -3.27509 0.06
F 4.73703 2.54763 -9.78133 -0.62
```



A 14-piece molecular cluster, C20H41Cl27NO2S overall at a distorted geometry, computed with ωB97M-V/def2-TZVPD.

The HOMO-LUMO gap is 8.87 eV. Its charge is +1. The calculation puts the total energy at -13814.9356 Eh.

```
92
Properties=species:S:1:pos:R:3:lowdin_charge:R:1
C 1.71903 -2.34088 -5.94721 0.02
C 1.86464 -1.11008 -5.11138 -0.50
O 1.18447 -0.90843 -4.17404 0.14
O 2.88478 -0.24732 -5.48244 -0.06
C 2.44061 1.03811 -5.78383 -0.29
S 2.12477 2.09142 -4.28346 1.22
C 0.30413 2.15917 -4.15574 -0.42
N -0.12231 2.85577 -2.95926 0.00
C 2.87115 1.23988 -2.86833 -0.31
C 1.88158 0.82683 -1.75410 -0.30
C 1.83378 1.89611 -0.65303 -0.57
Cl 0.27983 1.80960 0.21457 0.63
H 2.60925 -2.96883 -5.75512 -0.02
H 0.84095 -2.86593 -5.60077 0.09
H 1.65969 -2.09316 -7.00379 0.11
H 3.25039 1.53679 -6.30347 0.11
H 1.57481 1.06134 -6.44705 0.13
H -0.01193 2.75729 -5.00790 0.11
H -0.17800 1.18829 -4.27324 0.10
H -0.38125 2.20950 -2.21974 0.02
H -0.99473 3.31782 -3.19881 0.10
H 3.45388 0.36784 -3.15027 0.10
H 3.57419 1.95167 -2.44377 0.10
H 2.30450 -0.06724 -1.30261 0.12
H 0.90311 0.54389 -2.12173 0.07
H 2.04230 2.88751 -1.04366 0.08
H 2.60573 1.68174 0.07823 0.08
C -1.75508 4.40651 2.06028 -1.04
Cl -1.31998 5.83963 3.00242 0.54
Cl -3.04654 4.75963 0.91321 0.50
H -0.88225 4.06066 1.51910 -0.02
H -2.10297 3.64071 2.74723 -0.07
C 0.46174 -4.20959 -2.72677 -1.02
Cl 1.32894 -5.49703 -3.57729 0.50
Cl -1.22671 -4.63634 -2.43165 0.53
H 0.94804 -4.03469 -1.77298 0.02
H 0.49197 -3.30851 -3.32914 -0.01
C 5.54364 -3.08379 -6.42140 -1.03
Cl 4.37527 -4.20000 -5.69366 0.55
Cl 5.83797 -3.46868 -8.11856 0.54
H 5.14743 -2.07394 -6.35513 0.02
H 6.48131 -3.16249 -5.86403 -0.10
C -2.63017 0.10317 3.03282 -1.02
Cl -2.12807 1.52310 3.95925 0.56
Cl -3.92086 0.50446 1.88849 0.52
H -1.77965 -0.27364 2.47648 -0.08
H -2.99537 -0.65142 3.71956 -0.03
C 1.12834 7.51570 5.19298 -1.01
Cl -0.08994 7.93700 6.40170 0.50
Cl 2.60674 6.88399 5.93363 0.53
H 0.71933 6.75919 4.53420 -0.04
H 1.38023 8.40702 4.62967 0.03
C -0.54211 -3.22017 1.39490 -1.00
Cl -1.62723 -3.84439 2.63600 0.52
Cl 0.07153 -1.61015 1.81708 0.54
H 0.29873 -3.89662 1.28789 0.02
H -1.08697 -3.14901 0.45954 0.01
C 1.32571 3.79840 7.62923 -1.03
Cl 2.39893 2.65459 6.81111 0.49
Cl -0.35447 3.25530 7.59965 0.50
H 1.64242 3.89593 8.66140 0.03
H 1.39097 4.75522 7.12636 -0.04
C 7.49752 -5.18023 -3.69121 -0.98
Cl 7.68328 -6.03009 -5.22475 0.54
Cl 7.43288 -3.42357 -3.93140 0.56
H 6.57353 -5.49880 -3.22178 0.03
H 8.34373 -5.41091 -3.05454 0.03
C -6.62158 -1.16780 4.05735 -1.01
Cl -7.70994 -0.62778 5.33710 0.52
Cl -5.14274 -1.88335 4.71825 0.51
H -7.12884 -1.91545 3.45804 0.03
H -6.34994 -0.31549 3.44473 -0.01
C -4.30823 -6.66213 4.09020 -1.01
Cl -3.96307 -7.42803 2.53385 0.50
Cl -4.39580 -4.90175 3.94833 0.46
H -5.26027 -7.02870 4.45613 0.03
H -3.51740 -6.91640 4.78657 0.03
C -5.84709 5.47379 3.96206 -1.02
Cl -5.34831 3.77641 3.99731 0.49
Cl -6.18834 6.01835 2.31280 0.49
H -6.74330 5.58852 4.56052 0.03
H -5.04411 6.07820 4.37024 -0.01
C 0.83807 -8.31717 -6.40752 -1.02
Cl 1.06849 -9.30935 -7.84789 0.52
Cl 2.28967 -7.37992 -6.02108 0.46
H 0.01824 -7.63004 -6.58325 0.03
H 0.61007 -8.96466 -5.56864 0.03
C -3.40202 6.41207 7.94567 -1.01
Cl -2.66772 5.95616 6.40637 0.46
Cl -5.16712 6.32604 7.87823 0.52
H -3.04821 5.73377 8.71409 0.03
H -3.11170 7.42984 8.18262 0.03
```